# 1
{"formula": "C2H5N2S2", "method": "wB97M-V/def2-TZVPD", "species": ["C", "C", "N", "N", "S", "S", "H", "H", "H", "H", "H"], "xyz": [[-0.83406, 1.24959, -0.06569], [1.17787, -0.14457, 0.54621], [0.22436, 0.63458, 0.20482], [2.17887, -0.38101, -0.26317], [-2.45281, 0.68322, -0.29896], [-2.36538, -1.41398, -0.04752], [-0.73797, 2.34911, -0.20959], [1.20300, -0.58762, 1.46823], [2.09961, -0.00619, -1.25519], [-3.58251, -1.82731, -0.31041], [3.08902, -0.55583, 0.23127]], "mulliken_charge": [0.11, 0.03, -0.27, -0.35, 0.07, -0.16, 0.32, 0.43, 0.29, 0.22, 0.29], "charge": 1, "total_energy_ev": -26797.6865, "orbital_gap_ev": 8.660, "relative_energy_ev": 1.0331, "smiles": "[NH2+]=C/N=C\\SS"}

---

# 2
{"formula": "C2H5N3", "method": "wB97M-V/def2-TZVPD", "species": ["C", "C", "N", "N", "N", "H", "H", "H", "H", "H"], "xyz": [[-1.61679, -0.60541, -0.52687], [1.61235, 0.52949, -0.15093], [-1.18160, 0.49844, -0.12836], [1.43998, -0.69502, -0.28739], [-0.85855, 1.50757, 0.27339], [-1.80925, -1.43566, 0.02153], [-1.88929, -0.57680, -1.66236], [2.17128, 0.76189, 0.61659], [1.39256, 1.24942, -0.97517], [0.75228, -1.01440, -0.98839]], "mulliken_charge": [-0.51, -0.38, 0.53, -0.55, -0.64, 0.38, 0.25, 0.36, 0.29, 0.27], "total_energy_ev": -6621.5130, "orbital_gap_ev": 9.529, "relative_energy_ev": 3.4243}

---

# 3
{"formula": "C2H5N3", "method": "wB97M-V/def2-TZVPD", "species": ["C", "C", "N", "N", "N", "H", "H", "H", "H", "H"], "xyz": [[1.06089, 0.58774, 0.12222], [0.11242, -0.53348, -0.20203], [-1.62187, -0.40613, 0.90097], [-0.60647, -1.14987, 0.83400], [-1.55906, 0.35801, -0.21856], [-1.79202, -0.24023, -1.01669], [0.45999, -1.20114, -0.99477], [0.67417, 1.23930, 0.90422], [1.25384, 1.18582, -0.77054], [2.01813, 0.15997, 0.44117]], "mulliken_charge": [-0.98, 0.09, -0.15, -0.19, -0.34, 0.31, 0.36, 0.32, 0.27, 0.32], "total_energy_ev": -6621.1016, "orbital_gap_ev": 10.244, "relative_energy_ev": 3.8356}

---

# 4
{"formula": "C2H5N3", "method": "wB97M-V/def2-TZVPD", "species": ["C", "C", "N", "N", "N", "H", "H", "H", "H", "H"], "xyz": [[-1.42670, -0.00840, 0.18518], [-0.10147, 0.07442, -0.20694], [-2.60728, -0.01944, 0.32792], [0.61680, -1.02916, -0.64974], [0.47791, 1.30109, -0.34332], [-0.33868, -0.58203, 2.00980], [0.24195, -1.82927, -0.05620], [1.63453, -1.13349, -0.65052], [1.49926, 1.14436, -0.60852], [0.00369, 2.08192, -0.00765]], "mulliken_charge": [0.30, 0.09, -0.43, -0.54, -0.39, -0.07, 0.35, 0.25, 0.23, 0.22], "total_energy_ev": -6620.7282, "orbital_gap_ev": [6.409, 8.763], "relative_energy_ev": 4.2090}

---

# 5
{"formula": "C2H5N3", "method": "wB97M-V/def2-TZVPD", "species": ["C", "C", "N", "N", "N", "H", "H", "H", "H", "H"], "xyz": [[-1.47173, 0.10875, 0.62840], [-0.35453, 0.37437, -0.27820], [-2.25948, -0.17674, 1.40217], [0.95757, 0.50816, 0.85162], [-0.07213, -0.68094, -1.19481], [-0.63039, 1.40655, -0.65637], [0.98153, -0.32872, 1.33583], [1.80226, 0.62426, 0.35677], [0.75024, -0.42504, -1.78939], [0.29667, -1.41065, -0.65602]], "mulliken_charge": [0.12, 0.24, -0.39, -0.66, -0.62, 0.29, 0.25, 0.22, 0.26, 0.30], "total_energy_ev": -6623.7095, "orbital_gap_ev": 10.369, "relative_energy_ev": 1.2277, "smiles": "N#CC(N)N"}

---

# 6
{"formula": "C2H5N3", "method": "wB97M-V/def2-TZVPD", "species": ["C", "C", "N", "N", "N", "H", "H", "H", "H", "H"], "xyz": [[-0.47723, 0.23873, -0.04501], [-0.77614, -1.07238, -0.01462], [3.22548, -0.19475, -0.01602], [2.15178, -0.07205, 0.12904], [-0.45819, 1.46590, -0.02420], [-1.88253, -1.26208, 0.03310], [-0.47537, -1.62569, -0.93290], [-0.35651, -1.59776, 0.87310], [-1.30932, 2.03554, 0.18614], [0.35805, 2.08453, -0.18864]], "mulliken_spin": [0.80, 0.08, 0.11, 0.17, 0.47, 0.11, 0.13, 0.06, 0.04, 0.03], "s2": 2.011, "charge": 2, "spin_multiplicity": 3, "total_energy_ev": -6597.2556, "orbital_gap_ev": [9.066, 4.387], "relative_energy_ev": 0.7336}

---

Record-wise max |F| values, in eV/A: 2.76 5.79 3.18 4.59 5.15 5.07